No. 1
{
  "formula": "C7H12Br12O3S",
  "method": "the ωB97M-V functional and the def2-TZVPD basis",
  "symbols": ["O", "S", "O", "O", "C", "C", "C", "H", "H", "H", "H", "H", "H", "H", "H", "C", "Br", "Br", "Br", "H", "C", "Br", "Br", "Br", "H", "C", "Br", "Br", "Br", "H", "C", "Br", "Br", "Br", "H"],
  "coordinates": [[1.49923, -0.95404, -1.66906], [2.66895, -1.30464, -0.88759], [2.54998, -2.19057, 0.25779], [3.85651, -1.89177, -1.90035], [4.95739, -2.57300, -1.34289], [5.60493, -3.07755, -2.60045], [3.47123, 0.18458, -0.20673], [4.62600, -3.39977, -0.71463], [5.53719, -1.88077, -0.73236], [5.79256, -2.36325, -3.40212], [5.00041, -3.90204, -2.97844], [6.55907, -3.51714, -2.30979], [2.66388, 0.78407, 0.21386], [3.98835, 0.75318, -0.97963], [4.15673, -0.16932, 0.56330], [-6.65730, 1.67773, -0.29358], [-5.18070, 1.35903, 0.99146], [-8.38414, 2.28458, 0.52830], [-6.79585, 0.15579, -1.55275], [-6.29660, 2.48141, -0.93554], [-1.26897, -1.16371, 5.02060], [-2.69376, -0.05012, 5.85042], [-2.08433, -2.95045, 4.52489], [0.29637, -1.35085, 6.21866], [-1.09481, -0.67224, 4.06340], [-1.38447, 1.04766, 0.83518], [-1.64402, -0.92575, 0.51685], [-0.05391, 1.66952, -0.51874], [-0.96344, 1.47948, 2.70868], [-2.33563, 1.50369, 0.56055], [-3.16082, 3.82222, -2.03159], [-3.55441, 1.90562, -2.15807], [-2.72048, 4.34163, -0.15367], [-4.65928, 4.93743, -2.80337], [-2.29585, 3.94933, -2.68258]],
  "mulliken_spin": [0.020, 0.002, 0.001, 0.001, 0.000, 0.000, 0.003, 0.000, 0.000, 0.000, 0.000, 0.000, -0.001, 0.000, 0.000, -0.001, 0.009, 0.001, 0.001, 0.000, 0.001, 0.001, 0.016, 0.001, -0.001, -0.052, 0.403, 0.531, 0.016, 0.001, -0.001, 0.000, 0.046, 0.004, 0.001],
  "s2": 0.758,
  "total_charge": 1,
  "spin_multiplicity": 2,
  "largest_force_ev_per_a": 4.43,
  "e_above_lowest_ev": 0.000
}

No. 2
{
  "formula": "C7H12Cl3O5RhSe2",
  "method": "the ωB97M-V functional and the def2-TZVPD basis",
  "symbols": ["Rh", "O", "C", "C", "C", "O", "C", "Se", "C", "Se", "H", "H", "H", "H", "H", "H", "H", "H", "H", "H", "Cl", "C", "Cl", "Cl", "C", "O", "O", "O", "H", "H"],
  "coordinates": [[-0.51639, 0.08449, -1.04046], [0.49113, -2.60662, 1.07099], [-0.28514, -1.47958, 1.27643], [0.54517, -0.39209, 1.95940], [0.88415, -0.93797, 3.36356], [1.65207, -0.03106, 4.12862], [-0.28026, 0.87900, 2.14413], [-0.69461, 1.84701, 0.48103], [1.86666, -0.05124, 1.23121], [1.78502, -0.01877, -0.74174], [-0.01287, -3.28986, 0.61693], [-1.18444, -1.69699, 1.86050], [-0.71517, -1.12654, 0.28489], [1.38562, -1.90314, 3.26115], [-0.04217, -1.09305, 3.92094], [2.57191, -0.06623, 3.85053], [0.28960, 1.56356, 2.76668], [-1.22079, 0.65527, 2.64831], [2.62340, -0.81333, 1.42937], [2.21553, 0.90657, 1.60555], [0.64884, 2.85108, -4.80966], [-1.05341, 2.57891, -4.41773], [-1.96138, 2.23660, -5.88500], [-1.72423, 4.01236, -3.62254], [-1.16033, 1.38760, -3.42423], [-1.92795, 0.46091, -3.64099], [-0.38917, 1.53678, -2.41228], [-1.36860, -1.83892, -2.26085], [-1.70577, -1.24358, -2.96536], [-0.71641, -2.41116, -2.67939]],
  "mulliken_charge": [-0.098, -0.491, -0.539, 1.397, -1.328, -0.529, -1.328, 0.008, -1.338, 0.005, 0.362, 0.552, 0.630, 0.469, 0.433, 0.363, 0.508, 0.482, 0.558, 0.480, -0.127, 0.629, -0.128, -0.131, 0.497, -0.750, -0.684, -0.644, 0.423, 0.320],
  "largest_force_ev_per_a": 0.81,
  "e_above_lowest_ev": 0.778
}